#A
5 unconnected molecules or ions with the total composition C8H24O4. Source: the Open Molecules 2025 dataset; level of theory: wB97M-V/def2-TZVPD.

Last columns: bonded neighbours and bond lengths (Å).
Cartesian coordinates (Å):
1 C 0.639 -3.416 -1.062  C2 1.512, H9 1.092, H10 1.091, H11 1.101
2 C 0.581 -1.986 -0.577  C1 1.512, C3 1.551, H12 1.086, H13 1.090
3 C -0.641 -1.231 -1.163  C2 1.551, C4 1.560, H14 1.093, H15 1.083
4 C -0.858 0.086 -0.355  C3 1.560, C6 1.522, H16 1.092, H17 1.081
5 C -2.694 -0.983 0.933  C6 1.336, C8 1.500, H18 1.085
6 C -2.232 0.099 0.299  C4 1.522, C5 1.336, C7 1.498
7 C -2.914 1.423 0.457  C6 1.498, H19 1.101, H20 1.084, H21 1.097
8 C -4.036 -1.027 1.603  C5 1.500, H22 1.091, H23 1.097, H24 1.088
9 H 0.861 -3.509 -2.128  C1 1.092
10 H -0.193 -4.030 -0.716  C1 1.091
11 H 1.508 -3.973 -0.678  C1 1.101
12 H 0.659 -1.837 0.495  C2 1.086
13 H 1.476 -1.478 -0.937  C2 1.090
14 H -0.331 -0.980 -2.181  C3 1.093
15 H -1.516 -1.863 -1.252  C3 1.083
16 H -0.141 0.113 0.468  C4 1.092
17 H -0.692 0.915 -1.031  C4 1.081
18 H -2.146 -1.919 0.917  C5 1.085
19 H -2.514 2.021 1.290  C7 1.101
20 H -3.993 1.423 0.572  C7 1.084
21 H -2.593 2.074 -0.365  C7 1.097
22 H -4.905 -1.134 0.953  C8 1.091
23 H -4.161 -1.940 2.200  C8 1.097
24 H -4.137 -0.220 2.325  C8 1.088
25 H 3.668 1.290 -2.188  O27 0.965
26 H 2.632 0.940 -1.160  O27 0.966
27 O 3.423 1.483 -1.275  H25 0.965, H26 0.966
28 H 0.477 2.198 -0.072  O30 0.961
29 H 0.029 3.618 0.239  O30 0.958
30 O 0.160 3.005 -0.486  H28 0.961, H29 0.958
31 H 3.433 2.266 0.623  O33 0.964
32 H 2.145 3.025 0.396  O33 0.963
33 O 2.734 2.728 1.098  H31 0.964, H32 0.963
34 H 3.166 -1.358 1.603  O36 0.964
35 H 3.567 -0.410 0.520  O36 0.966
36 O 3.251 -1.315 0.643  H34 0.964, H35 0.966

LUMO energy	0.293	eV
total charge	0
frontier orbital gap	0.3314	Eh



#B
4 unconnected molecules or ions with the total composition C8H24O4. Source: the Open Molecules 2025 dataset; level of theory: wB97M-V/def2-TZVPD.

Last columns: bonded neighbours and bond lengths (Å).
Cartesian coordinates (Å):
1 C -1.250 -2.081 -2.241  C2 1.528, H4 1.090, H5 1.090, H6 1.090
2 C -0.072 -2.090 -1.268  C1 1.528, O3 1.414, H7 1.090, H8 1.090
3 O 0.605 -0.857 -1.421  C2 1.414, H9 0.960
4 H -1.607 -1.075 -2.459  C1 1.090
5 H -2.081 -2.666 -1.848  C1 1.090
6 H -1.111 -2.456 -3.255  C1 1.090
7 H 0.662 -2.874 -1.454  C2 1.090
8 H -0.243 -2.145 -0.193  C2 1.090
9 H -0.058 -0.186 -1.241  O3 0.960
10 C 4.152 1.403 -4.195  C11 1.554, H13 1.090, H14 1.090, H15 1.090
11 C 4.728 -0.015 -4.469  C10 1.554, O12 1.449, H16 1.090, H17 1.090
12 O 3.614 -0.939 -4.392  C11 1.449, H18 0.960
13 H 3.934 1.582 -3.142  C10 1.090
14 H 3.185 1.505 -4.686  C10 1.090
15 H 4.742 2.233 -4.583  C10 1.090
16 H 5.456 -0.288 -3.706  C11 1.090
17 H 5.357 0.141 -5.345  C11 1.090
18 H 3.213 -0.679 -3.560  O12 0.960
19 C -4.651 1.752 0.349  C20 1.490, H22 1.090, H23 1.090, H24 1.090
20 C -3.313 2.235 0.789  C19 1.490, O21 1.416, H25 1.090, H26 1.090
21 O -2.399 2.303 -0.290  C20 1.416, H27 0.960
22 H -4.912 2.153 -0.630  C19 1.090
23 H -5.412 1.883 1.118  C19 1.090
24 H -4.599 0.689 0.113  C19 1.090
25 H -2.813 1.555 1.479  C20 1.090
26 H -3.450 3.147 1.371  C20 1.090
27 H -2.584 3.126 -0.749  O21 0.960
28 C 0.218 0.164 5.411  C29 1.565, H31 1.090, H32 1.090, H33 1.090
29 C 0.132 -1.393 5.269  C28 1.565, O30 1.361, H34 1.090, H35 1.090
30 O -0.437 -1.770 6.447  C29 1.361, H36 0.960
31 H 0.564 0.755 4.563  C28 1.090
32 H 0.855 0.594 6.183  C28 1.090
33 H -0.726 0.605 5.730  C28 1.090
34 H 1.047 -1.978 5.184  C29 1.090
35 H -0.505 -1.655 4.424  C29 1.090
36 H -0.240 -2.676 6.695  O30 0.960

LUMO energy	0.565	eV
total charge	0
frontier orbital gap	0.3928	Eh



Sorted by energy, starting with the most stable: #A, #B.



#A
6 unconnected molecules or ions with the total composition C9H30N6O9. Source: the Open Molecules 2025 dataset; level of theory: wB97M-V/def2-TZVPD.

Last columns: bonded neighbours and bond lengths (Å).
Cartesian coordinates (Å):
1 C 2.017 -2.520 -3.612  O2 1.193, N3 1.313, N4 1.304
2 O 2.505 -2.958 -4.609  C1 1.193
3 N 1.052 -1.631 -3.598  C1 1.313, H5 1.010, H6 1.010
4 N 2.161 -3.007 -2.411  C1 1.304, H7 1.010, H8 1.010
5 H 0.657 -1.202 -4.423  N3 1.010
6 H 0.645 -1.326 -2.725  N3 1.010
7 H 2.973 -3.588 -2.256  N4 1.010
8 H 1.601 -2.701 -1.628  N4 1.010
9 C 1.500 4.599 -1.126  O10 1.213, N11 1.288, N12 1.288
10 O 0.685 5.497 -1.136  C9 1.213
11 N 2.646 4.739 -1.697  C9 1.288, H13 1.010, H14 1.010
12 N 1.218 3.426 -0.677  C9 1.288, H15 1.010, H16 1.010
13 H 3.404 4.086 -1.559  N11 1.010
14 H 2.990 5.646 -1.979  N11 1.010
15 H 1.970 2.753 -0.643  N12 1.010
16 H 0.249 3.163 -0.567  N12 1.010
17 C 0.444 0.434 5.269  O18 1.237, N19 1.320, N20 1.319
18 O -0.049 -0.005 6.315  C17 1.237
19 N 0.233 1.638 4.770  C17 1.320, H21 1.010, H22 1.010
20 N 1.296 -0.236 4.518  C17 1.319, H23 1.010, H24 1.010
21 H -0.288 2.275 5.356  N19 1.010
22 H 0.929 1.965 4.116  N19 1.010
23 H 1.514 0.039 3.571  N20 1.010
24 H 1.535 -1.151 4.872  N20 1.010
25 C 0.308 0.417 0.785  C26 1.476, O28 1.343, H29 1.090, H30 1.090
26 C 0.654 0.156 -0.625  C25 1.476, O27 1.434, H31 1.090, H32 1.090
27 O 0.017 -1.039 -1.097  C26 1.434, H33 0.960
28 O 0.821 -0.575 1.533  C25 1.343, H34 0.960
29 H -0.781 0.413 0.802  C25 1.090
30 H 0.630 1.432 1.018  C25 1.090
31 H 1.716 0.182 -0.871  C26 1.090
32 H 0.197 0.885 -1.295  C26 1.090
33 H -0.603 -1.249 -0.394  O27 0.960
34 H 0.574 -1.448 1.220  O28 0.960
35 C 0.359 -4.333 0.526  C36 1.500, O38 1.374, H39 1.090, H40 1.090
36 C -1.047 -3.859 0.748  C35 1.500, O37 1.398, H41 1.090, H42 1.090
37 O -1.214 -2.473 0.824  C36 1.398, H43 0.960
38 O 1.265 -4.380 1.557  C35 1.374, H44 0.960
39 H 0.831 -3.748 -0.264  C35 1.090
40 H 0.147 -5.355 0.214  C35 1.090
41 H -1.418 -4.282 1.681  C36 1.090
42 H -1.776 -4.265 0.047  C36 1.090
43 H -2.127 -2.447 1.122  O37 0.960
44 H 2.025 -3.813 1.403  O38 0.960
45 C -2.700 1.583 -1.120  C46 1.541, O48 1.432, H49 1.090, H50 1.090
46 C -4.174 1.619 -1.569  C45 1.541, O47 1.422, H51 1.090, H52 1.090
47 O -4.904 2.658 -0.929  C46 1.422, H53 0.960
48 O -1.989 2.724 -1.612  C45 1.432, H54 0.960
49 H -2.236 0.662 -1.475  C45 1.090
50 H -2.625 1.650 -0.035  C45 1.090
51 H -4.557 0.672 -1.190  C46 1.090
52 H -4.114 1.714 -2.653  C46 1.090
53 H -5.073 3.273 -1.646  O47 0.960
54 H -2.092 3.293 -0.846  O48 0.960

LUMO energy	-0.106	eV
total charge	0
frontier orbital gap	0.3523	Eh



#B
6 unconnected molecules or ions with the total composition C9H30N6O9. Source: the Open Molecules 2025 dataset; level of theory: wB97M-V/def2-TZVPD.

Last columns: bonded neighbours and bond lengths (Å).
Cartesian coordinates (Å):
1 C 15.306 19.799 -6.268  O2 1.224, N3 1.363, N4 1.354
2 O 14.200 20.069 -6.719  C1 1.224
3 N 16.418 20.478 -6.669  C1 1.363, H5 1.006, H6 1.002
4 N 15.494 18.998 -5.193  C1 1.354, H7 1.005, H8 1.004
5 H 17.319 20.103 -6.421  N3 1.006
6 H 16.408 21.098 -7.456  N3 1.002
7 H 16.410 18.753 -4.858  N4 1.005
8 H 14.760 18.491 -4.733  N4 1.004
9 C 12.126 12.434 -3.404  O10 1.216, N11 1.363, N12 1.371
10 O 11.410 12.890 -4.275  C9 1.216
11 N 11.717 11.429 -2.579  C9 1.363, H13 1.003, H14 1.002
12 N 13.386 12.914 -3.159  C9 1.371, H15 1.005, H16 1.004
13 H 12.333 11.054 -1.882  N11 1.003
14 H 10.743 11.192 -2.567  N11 1.002
15 H 13.775 13.459 -3.908  N12 1.005
16 H 14.006 12.494 -2.491  N12 1.004
17 C 7.942 16.860 -6.055  O18 1.213, N19 1.377, N20 1.366
18 O 6.928 17.191 -6.633  C17 1.213
19 N 9.190 16.829 -6.637  C17 1.377, H21 1.001, H22 1.007
20 N 7.967 16.428 -4.760  C17 1.366, H23 1.004, H24 1.003
21 H 9.243 16.776 -7.635  N19 1.001
22 H 10.004 16.765 -6.048  N19 1.007
23 H 7.097 16.533 -4.268  N20 1.004
24 H 8.737 16.014 -4.267  N20 1.003
25 C 12.984 13.822 1.114  C26 1.523, O28 1.417, H29 1.089, H30 1.100
26 C 13.171 14.580 -0.194  C25 1.523, O27 1.430, H31 1.091, H32 1.090
27 O 14.545 14.606 -0.588  C26 1.430, H33 0.962
28 O 13.564 14.490 2.222  C25 1.417, H34 0.961
29 H 13.420 12.825 1.063  C25 1.089
30 H 11.907 13.670 1.273  C25 1.100
31 H 12.809 15.602 -0.075  C26 1.091
32 H 12.651 13.968 -0.931  C26 1.090
33 H 14.959 15.331 -0.110  O27 0.962
34 H 13.080 15.303 2.391  O28 0.961
35 C 12.924 16.906 -3.071  C36 1.515, O38 1.408, H39 1.100, H40 1.100
36 C 12.149 17.227 -4.333  C35 1.515, O37 1.410, H41 1.099, H42 1.090
37 O 11.518 16.084 -4.864  C36 1.410, H43 0.963
38 O 14.039 16.109 -3.396  C35 1.408, H44 0.965
39 H 12.222 16.408 -2.386  C35 1.100
40 H 13.190 17.805 -2.495  C35 1.100
41 H 12.826 17.638 -5.094  C36 1.099
42 H 11.442 18.016 -4.074  C36 1.090
43 H 12.169 15.390 -5.009  O37 0.963
44 H 14.350 15.577 -2.653  O38 0.965
45 C 13.449 17.046 -8.068  C46 1.498, O48 1.427, H49 1.091, H50 1.101
46 C 12.392 18.040 -8.442  C45 1.498, O47 1.432, H51 1.092, H52 1.095
47 O 12.920 19.254 -8.988  C46 1.432, H53 0.974
48 O 14.068 16.487 -9.226  C45 1.427, H54 0.963
49 H 13.079 16.255 -7.413  C45 1.091
50 H 14.272 17.489 -7.487  C45 1.101
51 H 11.674 18.306 -7.664  C46 1.092
52 H 11.885 17.634 -9.324  C46 1.095
53 H 13.269 19.801 -8.261  O47 0.974
54 H 14.411 17.238 -9.722  O48 0.963

LUMO energy	0.001	eV
total charge	0
frontier orbital gap	0.3381	Eh



Sorted by energy, starting with the most stable: #B, #A.



#A
A gas-phase ion, C3H5N2O2 (charge -1). Source: the Open Molecules 2025 dataset; level of theory: wB97M-V/def2-TZVPD.

Last columns: bonded neighbours and bond lengths (Å).
Cartesian coordinates (Å):
1 C 0.622 -0.048 0.889  C3 1.515, N5 1.358, O7 1.271
2 C -1.254 -0.922 -0.572  C3 1.471, N4 1.486, H8 1.024, H9 1.115
3 C -0.473 0.239 -0.119  C1 1.515, C2 1.471, N4 1.545, H10 1.114
4 N -0.245 -0.379 -1.517  C2 1.486, C3 1.545, O6 1.332
5 N 1.326 1.056 1.248  C1 1.358, H11 1.075, H12 1.069
6 O -0.737 0.348 -2.519  N4 1.332
7 O 0.934 -1.153 1.435  C1 1.271
8 H -0.751 -1.739 -0.214  C2 1.024
9 H -2.341 -1.038 -0.792  C2 1.115
10 H -0.910 1.259 -0.029  C3 1.114
11 H 1.636 1.718 0.460  N5 1.075
12 H 2.193 0.660 1.731  N5 1.069

LUMO energy	4.052	eV
total charge	-1
frontier orbital gap	0.2255	Eh



#B
2 unconnected molecules or ions with the total composition C3H5N2O2. Source: the Open Molecules 2025 dataset; level of theory: wB97M-V/def2-TZVPD.

Last columns: bonded neighbours and bond lengths (Å).
Cartesian coordinates (Å):
1 C 0.546 0.416 -0.088  C3 1.525, N5 1.314, O7 1.248
2 C 2.292 -1.373 0.363  C3 1.323, H8 1.151, H9 1.053
3 C 1.159 -0.976 -0.193  C1 1.525, C2 1.323, H10 1.005
4 N -1.181 -0.445 -3.182  O6 1.230, H11 0.991
5 N -0.731 0.241 -0.344  C1 1.314, H12 1.107
6 O -0.895 0.706 -3.508  N4 1.230
7 O 1.161 1.490 0.075  C1 1.248
8 H 2.932 -0.686 1.030  C2 1.151
9 H 2.449 -2.413 0.332  C2 1.053
10 H 0.505 -1.455 -0.788  C3 1.005
11 H -1.252 -0.637 -2.213  N4 0.991
12 H -1.207 1.240 -0.349  N5 1.107

LUMO energy (alpha / beta)	3.459 / 3.455	eV
total charge	-1
frontier orbital gap (alpha / beta)	0.2642 / 0.2641	Eh



Sorted by energy, starting with the most stable: #A, #B.



#A
A single C2FN3 molecule. Source: the Open Molecules 2025 dataset; level of theory: wB97M-V/def2-TZVPD.

Last columns: bonded neighbours and bond lengths (Å).
Cartesian coordinates (Å):
1 C -0.510 1.247 0.517  N3 1.174, N4 1.263
2 C 0.621 -1.711 -0.229  N5 1.221, F6 1.348
3 N -0.841 2.264 1.001  C1 1.174
4 N -0.570 0.264 -0.274  C1 1.263, N5 1.240
5 N -0.291 -0.922 -0.043  C2 1.221, N4 1.240
6 F 1.592 -1.141 -0.971  C2 1.348

LUMO energy (alpha / beta)	-3.279 / -2.701	eV
total charge	0
frontier orbital gap (alpha / beta)	0.2538 / 0.2986	Eh



#B
2 unconnected molecules or ions with the total composition C2FN3. Source: the Open Molecules 2025 dataset; level of theory: wB97M-V/def2-TZVPD.

Last columns: bonded neighbours and bond lengths (Å).
Cartesian coordinates (Å):
1 C -1.163 1.201 0.788  N3 1.166, N5 1.250
2 C 1.168 -0.996 -0.750  N4 1.116, F6 1.229
3 N -1.801 1.440 1.734  C1 1.166
4 N 1.841 -1.145 0.128  C2 1.116
5 N -0.611 0.488 -0.079  C1 1.250
6 F 0.566 -0.988 -1.821  C2 1.229

LUMO energy (alpha / beta)	-3.416 / -3.448	eV
total charge	0
frontier orbital gap (alpha / beta)	0.3022 / 0.2983	Eh



Sorted by energy, starting with the most stable: #B, #A.



#A
A single C6H9ClO molecule. Source: the Open Molecules 2025 dataset; level of theory: wB97M-V/def2-TZVPD.

Last columns: bonded neighbours and bond lengths (Å).
Cartesian coordinates (Å):
1 C -0.619 3.685 -0.546  H7 1.254, H8 1.162, H9 1.137, O16 1.690
2 C -0.420 1.495 -0.772  C3 1.274, H10 1.075, O16 1.432
3 C -0.357 0.258 -0.473  C2 1.274, C4 1.569, C5 1.385
4 C -1.150 -0.882 -1.202  C3 1.569, H11 1.207, H12 1.040, H13 1.168
5 C 0.363 -0.136 0.642  C3 1.385, C6 1.381, H14 1.180
6 C 0.808 -1.221 1.371  C5 1.381, H15 1.027, Cl17 1.794
7 H -0.998 4.048 -1.685  C1 1.254
8 H -0.351 4.704 -0.057  C1 1.162
9 H -1.597 3.462 -0.012  C1 1.137
10 H -1.340 1.710 -1.286  C2 1.075
11 H -2.038 -1.225 -0.460  C4 1.207
12 H -0.619 -1.703 -1.555  C4 1.040
13 H -1.313 -0.260 -2.177  C4 1.168
14 H 0.940 0.805 1.059  C5 1.180
15 H 1.389 -0.982 2.183  C6 1.027
16 O 0.587 2.506 -0.644  C1 1.690, C2 1.432
17 Cl 0.558 -2.929 0.883  C6 1.794

LUMO energy	0.659	eV
total charge	0
frontier orbital gap	0.3234	Eh



#B
A single C6H9ClO molecule. Source: the Open Molecules 2025 dataset; level of theory: wB97M-V/def2-TZVPD.

Last columns: bonded neighbours and bond lengths (Å).
Cartesian coordinates (Å):
1 C 0.236 -1.088 -0.441  C2 1.582, C5 1.585, H8 1.008, O16 1.408
2 C -1.283 -0.693 -0.637  C1 1.582, C3 1.474, H9 1.210, H10 1.102
3 C -1.528 0.346 0.380  C2 1.474, C4 1.619, H11 1.167, H12 1.126
4 C -0.290 1.374 0.207  C3 1.619, C5 1.597, H13 1.190, H14 1.159
5 C 0.862 0.352 -0.216  C1 1.585, C4 1.597, C6 1.418
6 C 2.149 0.891 0.041  C5 1.418, H15 1.041, Cl17 1.798
7 H 0.674 -2.631 0.890  O16 1.118
8 H 0.718 -1.662 -1.116  C1 1.008
9 H -1.626 -1.854 -0.652  C2 1.210
10 H -1.369 -0.244 -1.640  C2 1.102
11 H -2.572 0.808 0.138  C3 1.167
12 H -1.790 0.198 1.465  C3 1.126
13 H -0.612 2.208 -0.577  C4 1.190
14 H 0.082 2.028 1.089  C4 1.159
15 H 2.549 1.837 0.209  C6 1.041
16 O 0.300 -1.577 0.877  C1 1.408, H7 1.118
17 Cl 3.500 -0.293 -0.015  C6 1.798

LUMO energy	0.555	eV
total charge	0
frontier orbital gap	0.3409	Eh



Sorted by energy, starting with the most stable: #B, #A.